50
Properties=species:S:1:pos:R:3:forces:R:3 method="wB97M-V/def2-TZVPD" homo_lumo_gap_ha=0.3077 homo_ev=-9.003 spin_multiplicity=1
O -0.961736 2.314766 -2.428167 -0.3 -1.2 2.8
O 0.056896 -3.892886 -1.213488 -0.4 -2.0 -0.4
O 2.831324 -6.199933 -1.244611 -1.2 1.2 -1.0
F 3.665064 2.398854 1.407299 -1.5 -1.2 0.4
Cl -5.778760 5.218428 1.093715 -1.0 0.4 1.3
Cl -5.043944 5.624439 -1.826726 0.4 -1.1 0.7
O -1.934458 1.981930 1.558711 1.7 -1.8 1.9
O -0.582031 -0.160183 2.157843 1.4 -0.9 0.7
O 4.072395 -5.738292 0.573784 1.6 0.7 3.4
O 1.405932 -5.527650 0.759130 1.5 1.3 -0.3
O 2.842883 -3.650525 -0.252164 1.6 -1.8 0.2
C -1.410595 1.871347 -1.345456 -0.5 0.9 -2.9
C 0.278204 -2.730632 -1.547013 0.2 -2.3 2.6
C -0.717806 -1.789153 -1.510034 -3.0 4.7 0.6
C 1.054549 -0.112138 -1.582360 0.7 1.7 -0.9
C -0.332539 -0.435374 -1.414747 0.0 -1.2 -0.1
C 2.006403 -1.076474 -1.745691 -1.7 1.1 0.5
C 1.518258 3.381812 1.355754 2.1 -1.7 -0.4
C 0.151306 3.236754 1.324246 -1.5 0.8 -0.3
C 1.648109 0.995037 1.841858 1.8 -0.1 -0.1
C -3.797930 3.422932 1.303331 1.1 -1.7 2.1
C -3.224473 3.668629 -1.390755 -0.1 -1.2 0.0
C 2.305234 2.210647 1.573950 -1.8 2.0 -0.4
C -4.526692 4.236236 0.552717 -1.0 1.3 -2.4
C -4.265683 4.360899 -0.812790 1.2 0.8 -1.5
C -0.519338 2.026671 1.598679 0.8 1.8 -0.3
C 0.262715 0.892193 1.947804 -2.4 1.5 -1.1
C -2.696537 2.704887 0.740312 -0.8 0.7 0.0
C -2.457973 2.702740 -0.606924 -0.4 1.6 -1.8
N -1.265865 0.552384 -0.965930 0.3 -1.2 0.6
N 1.577517 -2.361848 -1.511043 2.5 3.1 -2.7
C 0.014042 -1.449469 2.229980 0.3 -0.8 -2.5
C 2.641585 -3.294601 -1.594677 -2.9 -1.9 -1.5
P 2.775431 -5.274947 -0.076391 -3.3 -0.7 -1.7
H 4.044458 -6.507506 -0.010332 1.3 -1.2 -0.2
H 0.729674 -4.951808 0.319377 0.1 -0.4 0.1
H -1.821316 -2.043537 -1.266665 2.2 0.0 -0.7
H 1.346407 0.951958 -1.692900 -0.3 -0.8 0.1
H 3.063066 -0.877254 -2.044720 -1.1 -0.3 0.7
H 2.085351 4.262976 1.017191 -0.7 -0.2 0.4
H -0.418975 4.144330 1.007150 0.2 -1.0 0.4
H 2.322303 0.151351 1.858181 -0.3 -0.5 0.4
H -4.150198 3.329248 2.350853 1.0 -0.2 -0.6
H -3.116929 3.815571 -2.480257 0.5 -0.4 0.8
H -1.767604 0.144706 -0.166196 -0.1 1.0 -0.4
H -0.767298 -2.208808 2.276763 -0.2 0.4 -0.1
H 0.696249 -1.689683 3.009178 0.5 0.7 1.2
H 0.609986 -1.614037 1.279821 -0.7 0.0 0.8
H 2.179196 -4.166793 -2.131843 0.9 0.5 0.3
H 3.374144 -2.848196 -2.275749 0.9 -0.4 1.2



43
Properties=species:S:1:pos:R:3:forces:R:3 method="wB97M-V/def2-TZVPD" homo_lumo_gap_ha=0.2801 homo_ev=-8.195 spin_multiplicity=1 de_lowest_kj_mol=1642.07
O -1.911729 -0.766750 2.408191 3.9 -1.1 -5.3
C -1.296559 -0.899053 1.223422 -5.6 2.4 4.1
N 0.047281 -0.437678 0.998230 -8.4 -5.0 -3.0
C 0.574146 -0.863727 -0.181388 -5.1 -2.4 -3.5
N -0.050996 -1.447756 -1.356236 0.1 2.6 6.4
C -1.476121 -1.588367 -1.111284 2.6 1.9 1.2
C -2.178113 -2.036397 -2.155492 4.7 0.2 -8.7
C -3.458036 -2.157700 -2.395446 0.7 2.3 11.6
C -4.199005 -2.034899 -1.172175 2.7 -0.4 1.3
C -3.464221 -1.705513 0.062573 -4.6 1.6 -1.2
C -2.196953 -1.169354 0.056026 4.0 -2.9 -0.8
H -4.132878 -1.457365 0.907012 0.6 -0.7 -0.1
H -5.180241 -2.463138 -1.169654 -0.7 0.4 0.5
H -3.933983 -2.401175 -3.131335 -4.5 -2.6 -8.7
H -1.533169 -2.013664 -3.363230 -1.3 -0.4 4.1
C 1.914977 -0.718913 -0.164099 3.5 2.7 -7.0
C 2.525562 -0.085641 -1.287459 -5.0 3.2 -1.2
C 3.813230 0.144827 -1.463925 3.9 4.0 -6.2
C 4.831566 -0.366592 -0.769310 -7.6 -4.5 6.3
C 4.223120 -1.241669 0.427962 -0.7 3.0 -5.6
C 2.838733 -1.403228 0.413376 4.2 -3.4 7.0
Cl 2.191284 -2.396836 1.868993 1.0 -0.1 -1.2
H 4.928959 -1.728714 0.990717 1.1 -1.3 1.5
Cl 6.364197 -0.274292 -0.764746 6.5 1.0 -0.8
H 4.228084 0.971231 -2.596441 -1.5 -2.7 3.6
H 1.872699 0.591955 -2.005356 0.8 -2.0 1.6
C 0.572104 -0.068340 2.142872 0.8 11.8 -5.0
H 0.577606 -0.415310 2.959571 -0.4 -7.1 10.4
C -0.186021 1.385212 2.704589 6.8 2.7 -1.5
H -1.133850 1.199962 2.826149 -5.2 -0.8 0.3
C 0.100786 2.705890 1.581677 -1.7 -1.8 3.6
N -0.456784 2.313215 0.187894 7.9 4.7 10.1
C 0.299906 2.445446 -0.823997 -2.6 -3.1 -6.3
N -0.482273 1.963790 -1.901169 0.8 0.9 0.6
C -1.725278 1.743527 -1.378517 12.4 5.4 7.5
C -1.653372 2.164787 0.011780 -6.5 -3.4 -7.1
H -2.444456 1.843325 0.528373 -2.3 -0.5 3.4
H -2.495781 1.533893 -1.761577 -10.4 -3.3 -6.2
H 1.281634 2.744153 -0.864865 1.9 0.5 0.1
H -0.523365 3.606299 2.146680 1.9 -2.0 -2.1
H 1.236138 2.743023 1.686458 -1.7 0.6 -1.0
H 0.192097 1.772337 3.792172 -0.3 -1.2 -2.7
H 1.499094 0.269195 1.892984 3.1 0.9 0.0



50
Properties=species:S:1:pos:R:3:forces:R:3 method="wB97M-V/def2-TZVPD" charge=-1 homo_lumo_gap_ha=0.1929 homo_ev=-3.153 spin_multiplicity=1 de_lowest_kj_mol=0.00
C 1.036747 -0.661293 2.455648 0.5 -0.8 2.2
N 1.951791 -0.112379 3.364173 -0.2 -0.2 0.3
O 3.095137 -0.586409 3.563999 -0.7 0.3 0.0
O 1.545786 0.872839 4.033508 1.0 -0.1 -0.1
C -0.317034 -0.511501 3.010304 0.5 -0.4 -0.2
C -0.894976 0.733473 3.305389 -1.2 0.1 -0.1
C -2.215557 0.802605 3.750420 0.7 0.0 0.1
C -2.922195 -0.356072 4.059813 -0.2 -0.2 0.0
C -2.319568 -1.595964 3.840601 0.1 -0.1 0.0
C -1.018165 -1.678601 3.332023 -0.8 0.3 -0.2
H 1.330433 -1.629657 2.040545 0.0 0.3 0.7
H -0.345956 1.654088 3.164659 -0.2 -0.3 -0.1
H -2.642082 1.794858 3.882994 -0.1 -0.2 0.2
H -3.916172 -0.282819 4.508181 0.2 -0.1 -0.3
H -2.860026 -2.512543 4.082265 0.1 0.2 0.0
H -0.514961 -2.637440 3.178881 -0.3 0.2 0.1
F 1.948513 -1.752111 -3.826499 -0.7 -0.4 0.5
C 1.222523 -1.773372 -2.679506 0.1 -0.9 1.1
F -0.092570 -1.844275 -3.005880 0.9 -0.4 -0.2
F 1.561870 -2.872937 -1.959469 -0.3 0.4 -0.8
S 1.555405 -0.195797 -1.889867 1.6 1.9 -1.1
N 1.945071 -0.007776 -0.214659 -0.6 -0.3 -2.8
S 0.582239 1.130371 0.173801 2.4 0.2 1.7
C -0.618669 -0.205130 0.100783 -1.0 -0.2 -0.6
C -1.966738 0.125323 -0.084354 0.5 0.1 0.0
C -2.921517 -0.893694 -0.155091 0.1 -0.1 0.0
C -2.537148 -2.230244 -0.011880 -0.2 0.1 0.0
C -1.191546 -2.557613 0.135583 -0.1 0.4 -0.3
C -0.238250 -1.547116 0.094360 0.1 -0.6 0.5
O 0.976745 1.616061 1.468111 -1.0 0.9 -2.0
O 0.374907 2.082982 -0.898086 -0.2 -0.9 0.9
S 3.649402 -0.237176 0.220300 -0.7 -0.9 2.0
C 4.444556 -1.134572 -1.103883 0.0 0.0 -0.8
C 4.541133 -2.529127 -0.976900 -0.2 0.2 -0.1
C 5.202750 -3.263099 -1.959670 0.0 0.2 0.0
C 5.776911 -2.606963 -3.051811 -0.2 -0.1 0.2
C 5.675932 -1.218794 -3.166958 0.1 0.0 -0.1
C 5.018862 -0.476095 -2.193863 -0.3 -0.1 0.3
O 4.227243 1.055554 0.446660 -0.2 -0.6 -0.5
O 3.581230 -1.256459 1.235881 0.3 1.0 -1.1
H -2.228455 1.176029 -0.227927 -0.1 -0.4 0.2
H -3.965228 -0.638134 -0.347441 0.3 -0.1 0.2
H -3.281541 -3.029472 -0.042279 0.1 0.3 0.1
H -0.869849 -3.596557 0.250899 -0.1 0.4 -0.2
H 0.806214 -1.842746 0.104740 -0.4 0.2 0.3
H 4.084618 -3.036779 -0.126683 0.2 0.3 -0.2
H 5.251418 -4.351176 -1.851244 0.1 0.4 -0.1
H 6.293849 -3.190947 -3.813515 -0.1 0.2 0.1
H 6.106025 -0.709897 -4.027592 -0.1 -0.1 0.2
H 4.913563 0.603844 -2.260604 0.1 -0.2 -0.1



50
Properties=species:S:1:pos:R:3:forces:R:3 method="wB97M-V/def2-TZVPD" homo_lumo_gap_ha=0.3070 homo_ev=-8.509 spin_multiplicity=1 de_lowest_kj_mol=110.87
O 1.170407 -2.104383 4.078993 2.3 1.5 0.8
O 1.660798 7.390481 1.717207 0.5 0.6 -3.3
Cl 3.005223 4.043289 -2.427758 -0.6 -0.7 0.3
Cl -0.082204 3.471048 -3.459130 0.1 0.7 -0.5
N 1.729103 -2.778100 -0.846042 -0.7 0.7 0.8
N -0.405136 -2.757990 -0.095843 2.0 1.2 1.2
O 1.684232 -3.380753 0.472178 -2.1 1.0 -0.7
O 2.767618 5.073524 1.495047 -0.6 0.8 -0.7
O 1.257197 6.085909 3.420017 -0.6 -3.8 2.7
O 0.278164 5.225843 1.188239 0.0 1.2 0.4
C 0.315934 -1.743103 3.309572 1.7 -1.6 1.4
C 0.507887 -2.310566 -1.058798 0.5 -1.6 0.8
C 0.391298 -3.248375 0.865497 -0.9 -0.8 -3.4
C 0.605947 0.780777 3.300425 -1.4 -0.6 -1.0
C 0.187467 -0.452445 2.713661 1.3 3.9 1.3
C 2.853779 1.392388 -1.826252 1.9 0.9 1.8
C -0.583956 3.311402 0.148796 -0.3 0.1 -0.2
C 0.320147 3.168391 2.425768 0.4 1.1 -0.7
C -0.807716 1.914706 0.128581 0.3 0.8 -1.0
C 2.294659 0.159172 -1.853123 -1.4 -2.4 0.5
C 0.376444 0.923392 -3.001110 0.2 1.3 0.2
C 2.221548 2.470548 -2.341125 -1.8 1.1 -2.1
C 0.985456 2.221364 -2.972441 -0.5 -1.0 0.6
C 0.068844 3.886751 1.294927 -1.9 -1.5 -1.5
C 0.104423 1.820330 2.368235 1.6 -2.8 1.3
C -0.397672 1.170341 1.220275 0.3 -0.3 1.9
C 0.989934 -0.143119 -2.351008 -0.2 0.9 -0.6
N -0.362624 -0.194539 1.496719 -1.3 -0.1 -2.0
N -0.541311 -2.752659 3.063900 -3.7 -1.4 -2.2
C 0.173741 -1.468956 -2.291549 2.2 -1.3 0.0
C -1.347542 -4.692951 1.887029 -3.6 -2.7 -1.9
C -0.210299 -3.838371 2.099062 2.4 1.8 1.9
P 1.476042 5.943774 1.899692 0.5 2.2 -1.2
H 3.004515 5.537053 0.647339 0.3 -0.8 0.8
H 1.945075 6.744504 3.454370 0.4 1.3 1.4
H 1.128784 0.940490 4.278854 -0.8 -0.4 -1.2
H 3.747458 1.638047 -1.185500 -0.7 -0.8 -1.1
H -0.946991 4.054399 -0.660404 0.8 -1.7 1.3
H 0.778631 3.634936 3.266139 0.2 0.2 0.6
H -1.151205 1.335555 -0.732901 -0.3 0.7 0.0
H 2.866127 -0.610117 -1.375739 0.0 -0.5 0.2
H -0.638662 0.884592 -3.469833 1.0 -0.2 0.6
H -0.689217 -0.913259 0.827192 0.3 0.6 0.8
H -1.457765 -2.401605 2.859938 -0.7 0.1 -0.5
H 0.605237 -2.133780 -3.089336 -0.7 0.7 0.2
H -0.918715 -1.377959 -2.444206 0.8 0.2 0.2
H -1.536925 -5.403305 2.716726 -0.1 1.2 0.2
H -1.166399 -5.509261 1.117378 0.0 1.4 0.2
H -2.314312 -4.128953 1.560901 1.7 -1.0 0.7
H 0.515386 -4.419607 2.618291 1.1 -0.4 0.1



56
Properties=species:S:1:pos:R:3:forces:R:3 method="wB97M-V/def2-TZVPD" charge=+1 homo_lumo_gap_ha="0.1942 / 0.2230" s_squared=3.81 homo_ev="-9.764 / -11.044" spin_multiplicity=4
Re 0.064596 0.259373 -0.475800 -5.9 0.1 0.3
Cl 6.237196 -2.610527 -1.694200 0.1 -0.1 0.0
C 4.756696 -1.730327 -1.748500 0.0 0.1 0.5
C 4.035396 -1.662227 -2.933400 -1.0 0.7 0.1
C 2.834596 -0.940927 -2.972800 0.2 -0.1 -0.5
C 2.303596 -0.274127 -1.852600 4.2 -2.8 -0.6
O 1.225596 0.405773 -1.908000 1.8 1.3 -2.6
C 3.072896 -0.403927 -0.674500 -0.4 0.7 1.1
C 2.590296 0.253873 0.552200 2.4 -0.4 -0.7
N 1.364696 0.116973 0.936400 1.7 3.0 0.7
C 0.932296 0.859473 2.040100 1.1 0.0 3.1
C 1.540196 0.789973 3.300500 -0.1 -0.1 -1.3
C 1.060296 1.563773 4.356400 -1.0 0.8 0.0
C -0.037504 2.400673 4.155800 1.0 -0.7 0.5
C -0.666004 2.452973 2.898100 -0.1 0.2 0.1
C -1.776804 3.269373 2.636400 -0.7 0.3 -0.7
C -2.346404 3.270573 1.366000 0.6 0.0 0.9
C -1.790504 2.448673 0.401500 0.2 0.1 -0.6
N -0.733404 1.649073 0.625000 -1.0 2.5 2.3
C -0.177104 1.661973 1.838900 0.2 0.9 2.0
C 4.288496 -1.095927 -0.608200 0.0 0.0 -0.7
H 4.386096 -2.155827 -3.832500 0.0 0.0 0.1
H 2.281896 -0.886827 -3.910500 0.1 0.0 0.2
H 3.328496 0.863273 1.101900 -0.5 -0.6 0.3
H 2.385996 0.125973 3.446600 -0.1 0.0 0.0
H 1.540296 1.511873 5.328900 -0.1 0.0 -0.2
H -0.405804 3.005273 4.979800 0.0 0.0 -0.2
H -2.194204 3.903873 3.411600 0.1 -0.1 0.0
H -3.199004 3.894573 1.129700 0.1 -0.1 -0.1
H -2.180204 2.402973 -0.611000 0.5 0.8 1.7
H 4.834496 -1.152027 0.325200 0.0 0.0 -0.1
F -4.137804 1.006273 -2.961700 1.7 0.8 0.9
C -3.221904 1.515273 -2.083300 -4.1 0.1 0.1
F -3.686504 2.751773 -1.736100 0.7 -1.0 -0.6
F -3.297304 0.751573 -0.959900 -0.6 0.4 -0.9
S -1.548204 1.569773 -2.807400 -0.8 3.5 -4.6
O -0.627504 1.637673 -1.674200 -1.0 1.7 -2.9
O -1.536704 2.792473 -3.623600 -0.1 -3.0 1.9
N -1.573904 0.263973 -3.705900 1.1 0.6 1.8
S -1.110504 -1.104027 -3.053300 1.6 -3.3 -4.3
O -0.293004 -1.917927 -3.961900 -1.8 2.0 1.8
O -0.627504 -1.119027 -1.674200 -1.2 -2.6 -2.3
C -2.732504 -1.949627 -3.012300 -3.2 -2.2 -0.2
F -3.592504 -1.392327 -2.117000 1.3 -0.4 -0.6
F -2.639504 -3.269527 -2.682800 0.6 1.7 -0.3
F -3.368904 -1.899827 -4.220600 1.5 0.3 1.3
C -1.848004 -3.030827 2.563300 -0.9 -1.1 0.6
Te -0.968504 -1.529427 1.313000 -0.3 -1.6 1.5
C 0.982996 -2.328227 1.693600 0.8 -0.6 0.1
H -1.588904 -4.040127 2.182500 -0.1 0.7 0.3
H -2.951004 -2.918727 2.524200 0.7 0.0 0.0
H -1.515204 -2.895527 3.612900 -0.1 0.0 -0.7
H 1.188096 -2.323027 2.783800 -0.2 -0.2 -0.6
H 1.731996 -1.677327 1.197600 -0.8 -1.6 0.6
H 1.065696 -3.350327 1.270100 -0.2 0.6 0.4
H -1.660104 0.259373 -0.475800 2.0 -1.0 1.0